Entry from OMol25: a structure of composition C32H37AlBO11 at a distorted geometry (ωB97M-V/def2-TZVPD).

Atoms and positions in Å:
C 8.67 -1.81 -0.32
C 7.53 -1.42 0.81
O 6.14 -1.49 0.33
B 5.78 -0.33 -0.50
O 6.64 0.89 -0.69
Al 3.93 -0.49 -1.49
C 2.47 0.46 -0.38
C 1.21 -0.58 -0.28
C -0.24 0.11 0.07
C -1.46 -0.95 -0.29
C -2.86 -0.61 0.57
O -3.97 -0.46 -0.40
C -4.69 -1.72 -0.62
H 9.68 -1.30 0.04
H 8.74 -2.99 -0.38
H 8.45 -1.39 -1.39
H 7.63 -2.25 1.67
H 7.79 -0.39 1.36
H 6.86 0.91 -1.69
H 4.04 -0.01 -2.99
H 3.50 -2.05 -1.56
H 2.95 0.66 0.69
H 2.24 1.48 -0.92
H 1.08 -1.12 -1.32
H 1.44 -1.44 0.52
H -0.40 1.15 -0.47
H -0.34 0.33 1.23
H -1.16 -2.05 0.03
H -1.78 -0.91 -1.42
H -3.08 -1.45 1.38
H -2.76 0.40 1.19
H -4.63 -2.49 0.25
H -5.84 -1.44 -0.74
H -4.38 -2.29 -1.61
C 0.94 4.64 -3.70
C 1.65 5.46 -4.47
C 3.12 5.51 -4.38
O 3.77 6.27 -5.08
C 3.77 4.62 -3.41
C 3.06 3.79 -2.64
C 1.59 3.74 -2.73
O 0.94 2.98 -2.02
H -0.15 4.59 -3.75
H 1.18 6.13 -5.19
H 4.86 4.67 -3.35
H 3.53 3.12 -1.92
C 5.19 5.06 2.98
C 5.68 4.65 4.16
C 6.48 3.42 4.27
O 6.93 3.05 5.35
C 6.72 2.65 3.03
C 6.23 3.06 1.86
C 5.43 4.29 1.75
O 4.98 4.66 0.67
H 4.60 5.96 2.89
H 5.51 5.21 5.08
H 7.31 1.75 3.13
H 6.40 2.51 0.94
C -8.26 -0.57 3.69
C -8.61 -0.38 2.42
C -7.62 0.04 1.40
O -7.95 0.22 0.24
C -6.23 0.24 1.85
C -5.88 0.04 3.12
C -6.86 -0.38 4.14
O -6.54 -0.56 5.30
H -8.97 -0.88 4.45
H -9.63 -0.52 2.07
H -5.52 0.54 1.09
H -4.86 0.18 3.47
C -7.10 -5.92 -2.85
C -6.93 -4.81 -2.12
C -6.65 -4.87 -0.68
O -6.49 -3.85 -0.02
C -6.56 -6.20 -0.06
C -6.73 -7.32 -0.78
C -7.01 -7.26 -2.23
O -7.17 -8.27 -2.89
H -7.31 -5.89 -3.91
H -6.99 -3.82 -2.56
H -6.35 -6.23 1.00
H -6.67 -8.31 -0.34

Values from the calculation:
- HOMO: -4.4 eV
- Net charge: -1
- Maximum force: 4.1 eV Å⁻¹
- Lowest unoccupied orbital energy: -0.020 Eh
- Kohn-Sham gap: 3.82 eV